# 1
Entry from OMol25: C29H48BrNNiOP2 as an isolated structure in a non-equilibrium geometry (the ωB97M-V functional and the def2-TZVPD basis).

The electronic energy is -164032.996 eV. The value obtained for the energy relative to the best compared isomer or geometry (same formula, charge and spin) is 37.4 kcal per mole. The total charge is +2. The expectation value of S² is 2.082. Its multiplicity is 3. The strongest force on any atom is 2.85 eV/A.

Positions of all 83 atoms, in Å:
N 2.8151 -7.7208 3.5330
C 2.4580 -6.6123 4.1822
C 2.0966 -5.4167 3.5354
C 2.0908 -5.3280 2.1009
C 2.5266 -6.5143 1.4488
C 2.8857 -7.6543 2.1969
C 1.6481 -4.1115 1.4129
Ni 1.0095 -2.3140 -0.9678
P -1.2383 -1.0749 -1.7595
C 1.0096 -3.9330 0.1493
C -0.4772 -3.4573 0.2656
C -1.5749 -4.1280 -0.3578
C -2.8451 -4.1027 0.2501
C -3.1561 -3.2726 1.3482
C -2.0939 -2.4677 1.8530
C -0.8240 -2.5017 1.2712
Br -4.8758 -3.1237 1.9180
H 1.6928 -3.2284 2.0461
H 1.3331 -4.6416 -0.6391
H 1.7672 -4.5769 4.1459
H 2.5733 -6.5766 0.3727
H 2.4085 -6.6830 5.2804
H 3.1992 -8.5731 1.7035
H -1.4333 -4.7967 -1.2190
H -0.0706 -1.7671 1.5724
H -3.6288 -4.7142 -0.1719
H -2.3722 -1.7897 2.6612
P 1.8682 -0.8858 -2.3387
C -3.0970 -0.9449 -1.2505
C -4.2235 -0.9431 -2.2819
H -3.2258 0.0216 -0.7478
H -3.2845 -1.6878 -0.4659
H -5.1628 -0.7641 -1.7209
H -4.1449 -0.0825 -2.9735
H -4.2811 -1.8958 -2.8461
C -1.3493 -1.6797 -3.5630
C -2.2035 -1.0752 -4.6714
H -1.6492 -2.7324 -3.3996
H -0.3102 -1.7232 -3.9038
H -2.0671 -1.7278 -5.5481
H -3.2705 -1.0855 -4.4373
H -1.8848 -0.0654 -4.9815
C -1.1596 0.7672 -1.3671
C -1.9607 1.6792 -2.2842
H -0.1299 1.0918 -1.2120
H -1.6227 0.8229 -0.3647
H -1.4047 2.6154 -2.4499
H -2.1920 1.2335 -3.2629
H -2.9055 1.9612 -1.7898
C 2.0058 0.9637 -2.3328
C 3.2816 1.5569 -2.9485
H 1.8971 1.2815 -1.2811
H 1.1401 1.3786 -2.8843
H 4.1929 1.2781 -2.3979
H 3.3660 1.2730 -4.0082
H 3.2073 2.6536 -2.9309
C 2.0435 -1.3606 -4.1613
C 1.7812 -2.8491 -4.5133
H 3.0650 -1.0564 -4.4687
H 1.3498 -0.7023 -4.7216
H 2.5830 -3.4857 -4.0999
H 0.8004 -3.1821 -4.1218
H 1.7785 -2.9721 -5.6139
C 3.3210 -1.4535 -1.3352
C 3.5517 -0.7911 0.0357
H 4.2237 -1.3101 -1.9472
H 3.0978 -2.5419 -1.2646
H 3.8221 -1.5507 0.7854
H 4.4063 -0.0974 0.0026
H 2.6698 -0.2422 0.3935
C -0.5697 3.0249 2.9817
C 0.8743 3.4926 2.8576
C 1.5385 2.4740 1.8944
O 0.5564 1.5246 1.4161
C -0.6129 1.6543 2.2682
H -0.8697 2.9045 4.0204
H -1.2331 3.7323 2.4853
H 1.3822 3.4468 3.8210
H 0.9559 4.5070 2.4637
H 1.9907 2.9700 1.0149
H 2.3364 1.9235 2.4390
H -0.6051 0.8368 3.0213
H -1.5167 1.5152 1.6460

---

# 2
Entry from OMol25: C29H48BrNOP2Sn as an isolated structure in a non-equilibrium geometry (the ωB97M-V functional and the def2-TZVPD basis).

The electronic energy is -128820.229 eV. The total charge is +2. The strongest force on any atom is 2.63 eV/A.

Positions of all 83 atoms, in Å:
C -5.2787 -1.5003 3.7507
C -5.2776 -1.6488 2.3488
C -6.5197 -1.8338 1.7098
C -7.6892 -1.8158 2.4855
N -7.6671 -1.6351 3.8078
C -6.5009 -1.4990 4.4377
C -4.0427 -1.5958 1.6284
C -2.7546 -1.5719 1.5594
C -1.3403 -1.4628 1.6507
C -0.7347 -0.2986 2.1712
C 0.5896 -0.0075 1.8779
C 1.3211 -0.8561 1.0402
C 0.8058 -2.1275 0.7194
C -0.5267 -2.4114 0.9900
Sn -3.4046 -1.3917 -0.5305
P 0.8718 2.3860 -0.9929
H -6.5818 -1.9915 0.6317
H -4.3506 -1.3866 4.2995
H -8.6667 -1.9518 2.0072
H -6.5270 -1.3803 5.5257
H -0.9737 -3.3480 0.6457
H -1.3338 0.4168 2.7381
H 1.4389 -2.8628 0.2228
H 1.0547 0.8896 2.2782
C 2.4601 2.8110 -1.8560
C 2.5148 4.1058 -2.6613
H 2.6452 1.9492 -2.5191
H 3.2535 2.7942 -1.0911
H 3.5319 4.2360 -3.0509
H 1.8363 4.0808 -3.5225
H 2.2828 4.9914 -2.0574
C -0.3879 3.5254 -1.7097
C -1.6923 3.5638 -0.9087
H -0.5882 3.1451 -2.7247
H 0.0469 4.5286 -1.8184
H -2.5086 3.8933 -1.5620
H -1.9616 2.5745 -0.5122
H -1.6357 4.2711 -0.0721
C 1.1774 3.1648 0.6591
C 1.3951 4.6749 0.6769
H 2.0517 2.6446 1.0825
H 0.3132 2.8923 1.2851
H 1.4703 5.0051 1.7208
H 2.3279 4.9683 0.1791
H 0.5640 5.2295 0.2232
Br 2.8786 -0.2767 0.2216
P -0.2743 -1.8670 -3.7639
C -0.2126 -0.0114 -3.7079
C 0.1069 0.5623 -5.0918
H 0.5577 0.2841 -2.9766
H -1.1790 0.3648 -3.3375
H 0.0188 1.6551 -5.0875
H 1.1272 0.3108 -5.4041
H -0.5814 0.1738 -5.8536
C 1.2137 -2.3316 -2.7836
C 1.9993 -3.4637 -3.4437
H 0.8982 -2.6100 -1.7719
H 1.8379 -1.4333 -2.6965
H 3.0004 -3.5257 -3.0061
H 1.5101 -4.4322 -3.2976
H 2.1130 -3.3019 -4.5208
C -1.6652 -2.3731 -2.7327
C -2.8887 -2.6772 -3.6105
H -1.7499 -1.4336 -2.1333
H -1.4017 -3.2169 -2.0783
H -3.7075 -3.1195 -3.0261
H -3.2689 -1.7598 -4.0824
H -2.6027 -3.3867 -4.4012
C 3.6001 -2.8534 3.0853
C 3.0331 -1.7702 3.9845
O 3.1043 -0.4645 3.4231
C 4.2733 0.2834 3.7381
C 4.2507 1.6279 3.0387
H 3.0379 -2.9403 2.1521
H 3.5340 -3.8111 3.6081
H 4.6517 -2.6693 2.8489
H 1.9600 -1.9523 4.1355
H 3.5482 -1.7976 4.9583
H 4.3221 0.4353 4.8304
H 5.1604 -0.2887 3.4185
H 3.2979 2.1446 3.1796
H 5.0466 2.2500 3.4547
H 4.4415 1.5106 1.9668

---

# 3
Entry from OMol25: C29H48Cl2N3O4SSiSm as an isolated structure in a non-equilibrium geometry (the ωB97M-V functional and the def2-TZVPD basis).

The electronic energy is -105180.736 eV. The value obtained for the energy relative to the best compared isomer or geometry (same formula, charge and spin) is 0.0 kcal per mole. The total charge is 0. The expectation value of S² is 8.759. Its multiplicity is 6. The strongest force on any atom is 2.64 eV/A.

Positions of all 89 atoms, in Å:
C -2.9395 3.4750 2.2875
C -3.8924 3.5240 1.1335
H -2.5851 4.4811 2.5370
H -2.0818 2.8399 2.0392
H -3.4294 3.0628 3.1855
C -4.7153 4.5615 0.9136
C -4.7235 5.8293 1.6933
H -5.4706 4.5184 0.1287
H -3.7142 6.2416 1.8333
H -5.1862 5.7249 2.6838
H -5.3061 6.5883 1.1575
Sm 1.7095 -1.1404 0.6433
Cl -0.8043 -1.1811 1.5281
C -0.2192 -2.8158 -1.3689
O 0.8895 -2.1901 -1.2698
N -0.8117 -3.0020 -2.5374
C -0.1995 -2.4362 -3.7385
C -2.1806 -3.5012 -2.6226
H -0.7158 -3.1917 -0.4675
H 0.8747 -2.6454 -3.7206
H -0.3511 -1.3490 -3.7961
H -0.6646 -2.9124 -4.6027
H -2.3435 -4.1920 -1.7853
H -2.3088 -4.0255 -3.5777
H -2.9206 -2.6850 -2.5606
H 5.7546 -3.7310 -2.4156
H 6.1410 -5.6603 -0.3542
C 5.9838 -3.0277 -1.6073
C 6.4389 -4.7250 0.1396
N 5.6273 -3.5928 -0.3088
H 5.4494 -2.0929 -1.7618
C 4.5297 -3.2384 0.3545
O 3.8100 -2.2322 0.0830
H 6.3128 -4.8407 1.2193
H 4.2714 -3.9132 1.1972
H 7.0620 -2.8587 -1.6258
H 7.4897 -4.5344 -0.0952
H 4.4742 3.3261 2.4110
H 1.3307 2.8920 1.3138
C 4.4443 3.5714 1.3408
C 2.0237 3.4974 0.7137
N 3.3551 2.8890 0.6640
H 5.3786 3.2414 0.8810
C 3.5431 1.6314 0.2727
O 2.6185 0.8377 -0.0590
H 1.6270 3.6179 -0.3024
H 4.5886 1.2970 0.3112
H 4.3216 4.6483 1.2141
H 2.1477 4.4877 1.1622
O -2.5030 2.0819 -0.1739
C -3.8692 2.3039 0.2094
C -4.6917 3.4138 -1.9428
C -4.8456 2.4320 -0.9593
H -3.8309 4.0886 -1.9003
C -5.6516 3.5484 -2.9538
H -4.1401 1.4273 0.8222
C -5.9698 1.5947 -0.9816
H -5.4754 4.2669 -3.7560
C -6.8068 2.7680 -2.9351
C -6.9654 1.7944 -1.9436
H -6.0579 0.8165 -0.2191
H -7.5847 2.9236 -3.6807
H -7.8602 1.1683 -1.9253
Si -1.7816 1.5110 -1.5908
Cl 2.3998 0.2389 2.8812
C -1.5339 2.8710 -2.8474
C -2.8547 0.1377 -2.2611
C -0.1106 0.9322 -1.0745
H -2.4593 3.1561 -3.3611
H -0.8225 2.5280 -3.6115
H -1.1111 3.7696 -2.3759
H 0.4012 1.6944 -0.4894
H 0.5257 0.6319 -1.9199
H -0.3223 0.0694 -0.4245
H -3.8913 0.4660 -2.4145
H -2.8726 -0.6955 -1.5463
H -2.4727 -0.2217 -3.2258
S 1.5080 -3.9137 1.9801
C 2.3868 -4.3011 3.3559
C 2.1120 -5.5133 4.0494
C 2.9875 -5.9600 5.0256
C 4.1330 -5.2204 5.3480
C 4.3385 -3.9680 4.7582
C 3.4359 -3.4638 3.8227
H 1.2326 -6.0904 3.7549
H 2.7921 -6.9028 5.5337
H 4.8559 -5.6252 6.0634
H 5.2159 -3.3691 5.0269
H 3.5265 -2.4585 3.4179

---

# 4
Entry from OMol25: C29H48FeNP3S2 as an isolated structure in a non-equilibrium geometry (the ωB97M-V functional and the def2-TZVPD basis).

The electronic energy is -116237.999 eV. The total charge is +3. The expectation value of S² is 8.779. Its multiplicity is 6. The strongest force on any atom is 3.03 eV/A.

Positions of all 84 atoms, in Å:
Fe -0.4241 -0.0292 -0.1686
P -1.8431 1.7585 0.0194
P -2.3787 -1.5027 0.9176
P 1.1484 1.1580 -1.3250
H -1.3376 -2.1711 -1.5282
C -0.3263 -1.7628 -1.5256
C 0.5945 -2.0454 -0.5089
H 0.3258 -2.6499 0.3540
C -2.9957 1.8020 -1.4104
C -3.0230 1.8568 1.4211
C -1.1961 3.4780 0.1178
C -2.0291 -3.2973 0.9904
C -3.0227 -1.3077 2.6472
C -3.9714 -1.5087 -0.0213
C 2.5259 0.0945 -1.8998
C 2.1084 2.5190 -0.5699
C 0.3742 2.0354 -2.7566
H 0.0356 -1.4210 -2.4953
H 1.6601 -1.9258 -0.6926
H -3.6360 2.6875 -1.3011
H -3.6144 0.8946 -1.4093
H -2.4300 1.8670 -2.3477
H -3.5281 2.8314 1.3593
H -2.4859 1.7982 2.3775
H -3.7794 1.0651 1.3656
H -2.0545 4.1422 0.2927
H -0.6876 3.7973 -0.7982
H -0.5110 3.5615 0.9725
H -2.9664 -3.8463 1.1426
H -1.3480 -3.5060 1.8227
H -1.5661 -3.6312 0.0599
H -3.9703 -1.8595 2.7420
H -3.2062 -0.2595 2.9031
H -2.3051 -1.7175 3.3708
H -4.5807 -2.3507 0.3375
H -3.7641 -1.6494 -1.0903
H -4.5297 -0.5738 0.1193
H 3.1652 0.6352 -2.6065
H 2.1726 -0.8192 -2.3900
H 3.1194 -0.1909 -1.0220
H 2.6291 3.0661 -1.3680
H 2.8556 2.0986 0.1138
H 1.4616 3.2126 -0.0230
H 1.1698 2.4343 -3.3994
H -0.2494 2.8688 -2.4026
H -0.2439 1.3463 -3.3494
C 1.4919 -1.2430 -6.3157
C 0.9398 -0.6613 -7.4687
C 0.9699 -1.3546 -8.6756
C 1.5738 -2.6101 -8.7568
C 2.2546 -3.1120 -7.6461
C 2.2461 -2.4297 -6.4252
S 1.2259 -0.3905 -4.8044
H 0.0128 -0.9383 -4.3596
H 0.4426 0.3043 -7.3583
H 0.4990 -0.9027 -9.5419
H 1.5224 -3.1810 -9.6822
H 2.7867 -4.0518 -7.7278
H 2.7603 -2.8036 -5.5378
N 0.6683 0.0752 1.4480
S 0.0620 0.0032 2.9680
C 1.2019 -1.0451 3.8860
C 2.3870 -0.5330 4.4272
C 3.2858 -1.4036 5.0541
C 2.9894 -2.7678 5.1450
C 1.7804 -3.2656 4.6509
C 0.8752 -2.4073 4.0271
C 0.2005 1.5803 3.7867
C -0.7041 1.8456 4.8354
C -0.6294 3.0550 5.5172
C 0.3351 4.0017 5.1600
C 1.2256 3.7421 4.1136
C 1.1598 2.5300 3.4135
H 1.6792 -0.0852 1.4865
H 2.5946 0.5352 4.3626
H 4.2201 -1.0109 5.4551
H 3.7029 -3.4459 5.6095
H 1.5362 -4.3240 4.7318
H -0.0805 -2.7645 3.6456
H -1.4344 1.0791 5.0912
H -1.3364 3.2483 6.3195
H 0.3802 4.9481 5.6967
H 1.9763 4.4833 3.8340
H 1.8568 2.3165 2.5980

---

# 5
Entry from OMol25: C29H48IrNS3 as an isolated structure in a non-equilibrium geometry (the ωB97M-V functional and the def2-TZVPD basis).

The electronic energy is -67660.790 eV. The value obtained for the energy relative to the best compared isomer or geometry (same formula, charge and spin) is 0.0 kcal per mole. The total charge is +3. The expectation value of S² is 0.759. Its multiplicity is 2. The strongest force on any atom is 1.81 eV/A.

Positions of all 82 atoms, in Å:
Ir -0.2976 0.1411 0.1677
C 0.7207 -0.4725 2.0836
C 0.5879 0.9699 2.1074
C -0.8209 1.2140 2.1059
C -1.4641 -0.1133 1.9605
C -0.5043 -1.1440 2.1459
C -0.7142 -2.5689 2.6140
C -2.1382 -3.0719 2.4095
C -0.4696 -2.4034 4.1405
C 0.2818 -3.5862 2.0661
C -1.6612 2.4224 2.5168
C -1.1914 3.7818 2.0014
C -3.1141 2.2447 2.0815
C -1.6393 2.3901 4.0636
C 1.8401 1.8790 2.2514
C 2.0121 2.8688 1.0919
C 3.1264 1.0282 2.3486
C 1.7726 2.6288 3.5929
H 1.6685 -0.9909 2.1364
H -2.5387 -0.2134 1.9983
H -2.8870 -2.4483 2.9019
H -2.2237 -4.0695 2.8384
H -2.3774 -3.1742 1.3540
H -1.1560 -1.6851 4.5922
H 0.5568 -2.1061 4.3621
H -0.6450 -3.3721 4.6093
H 0.1082 -3.8008 1.0081
H 0.1590 -4.5174 2.6177
H 1.3169 -3.2783 2.2116
H -1.1464 3.8068 0.9087
H -0.2326 4.1007 2.3914
H -1.9220 4.5282 2.3107
H -3.1957 2.0218 1.0251
H -3.6555 3.1706 2.2688
H -3.6325 1.4639 2.6412
H -0.6515 2.5620 4.4791
H -2.0230 1.4418 4.4457
H -2.3023 3.1765 4.4259
H 2.3313 2.3784 0.1690
H 2.8130 3.5647 1.3439
H 1.1226 3.4490 0.8810
H 3.3596 0.4149 1.4767
H 3.1319 0.3723 3.2209
H 3.9721 1.7051 2.4587
H 1.0374 3.4248 3.6093
H 2.7475 3.0808 3.7757
H 1.5708 1.9517 4.4251
C -3.1104 1.6270 -2.3340
C -1.8968 2.4316 -1.9129
S -0.3410 1.5134 -1.6662
C -0.1941 0.3231 -3.0424
C -0.8666 -1.0469 -2.9011
S -0.9919 -1.6362 -1.1600
C -2.7840 -1.9968 -1.0145
C -3.7784 -1.0875 -1.7137
S -3.7588 0.5731 -1.0108
H -2.9287 1.0411 -3.2340
H -3.8814 2.3544 -2.6007
H -2.0466 2.9714 -0.9767
H -1.6196 3.1712 -2.6686
H 0.8801 0.1665 -3.1154
H -0.4796 0.8442 -3.9582
H -0.2818 -1.7877 -3.4445
H -1.8699 -1.0493 -3.3136
H -2.9762 -1.9633 0.0539
H -2.8720 -3.0379 -1.3331
H -4.7637 -1.5154 -1.5103
H -3.7021 -1.0662 -2.7986
N 1.7637 -0.1036 -0.6415
C 2.3183 -1.2999 -1.2973
C 2.7941 -1.1988 -2.5990
C 3.3593 -2.3178 -3.1945
C 3.4567 -3.5121 -2.4918
C 3.0134 -3.5850 -1.1777
C 2.4442 -2.4750 -0.5731
H 2.0001 0.6872 -1.2416
H 2.3170 0.0705 0.1905
H 2.8129 -0.2539 -3.1336
H 3.7515 -2.2416 -4.1995
H 3.9077 -4.3754 -2.9615
H 3.1215 -4.5048 -0.6186
H 2.1151 -2.5284 0.4525